Entry 1:
Computed, not measured: an isolated ion of composition C5H12NO and charge +1, with the ωB97M-V functional and the def2-TZVPD basis.

Each line ends with the natural charge from an NBO analysis.
Atoms and positions in Å:
C1 0.667 -0.708 -1.044  -0.27
C2 -0.058 0.204 -0.118  0.49
C3 -2.561 0.046 -0.130  -0.63
C4 2.579 0.199 0.243  -0.43
C5 -1.224 -0.301 0.686  -0.47
N1 1.342 -0.559 0.214  -0.39
O1 0.038 1.503 -0.084  -0.67
H1 0.192 -1.657 -1.374  0.26
H2 1.325 -0.294 -1.851  0.25
H3 -2.787 1.154 -0.431  0.22
H4 -3.491 -0.201 0.499  0.26
H5 -2.455 -0.440 -1.121  0.22
H6 2.416 0.958 1.045  0.24
H7 3.425 -0.415 0.543  0.25
H8 2.764 0.734 -0.716  0.24
H9 -1.225 -1.303 0.984  0.24
H10 -1.374 0.346 1.622  0.24
H11 1.253 -1.236 0.922  0.43
H12 -0.826 1.970 0.112  0.53

**Frontier orbital gap**: 0.4498 hartree
**SMILES**: CC[C@]1(O)C[N@H+]1C
**Strongest force on any atom**: 4.3 eV Å⁻¹
**Relative energy (zero: lowest compared OMol25 entry of this formula, charge and spin)**: 179.36 kJ/mol
**Total charge**: +1
**HOMO**: -15.130 eV
**Molecular weight**: 102.16 g mol⁻¹
**E**: -8908.7702 eV

Entry 2:
Computed, not measured: a 2-piece molecular cluster, C5H12NO overall, with the ωB97M-V functional and the def2-TZVPD basis.

Each line ends with the natural charge from an NBO analysis.
Atoms and positions in Å:
C1 3.161 -0.654 0.673  -0.61
C2 1.838 0.000 1.049  -0.46
C3 0.749 -0.315 0.073  -0.07
C4 -0.560 -0.193 0.202  -0.10
N1 -1.359 -0.756 -0.862  -0.41
C5 -2.598 -0.505 -1.100  0.14
H1 3.940 -0.366 1.370  0.24
H2 3.513 -0.461 -0.335  0.22
H3 3.060 -1.743 0.753  0.21
H4 1.975 1.078 1.149  0.25
H5 1.510 -0.383 2.019  0.24
H6 1.104 -0.852 -0.808  0.20
H7 -1.115 0.001 1.114  0.25
H8 -0.824 -0.776 -1.733  0.43
H9 -3.272 -0.310 -0.279  0.23
H10 -3.093 -0.690 -2.050  0.23
H11 -1.934 2.443 -0.593  0.48
H12 -3.431 2.437 -0.539  0.49
O1 -2.664 2.045 -0.103  -0.94

**Frontier orbital gap**: 0.3363 hartree
**Strongest force on any atom**: 3.2 eV Å⁻¹
**Relative energy (zero: lowest compared OMol25 entry of this formula, charge and spin)**: 155.22 kJ/mol
**Total charge**: +1
**HOMO**: -14.199 eV
**Molecular weight**: 102.16 g mol⁻¹
**E**: -8909.0204 eV

Entry 3:
Computed, not measured: a 2-piece molecular cluster, C5H12NO overall, with the ωB97M-V functional and the def2-TZVPD basis.

Each line ends with the natural charge from an NBO analysis.
Atoms and positions in Å:
C1 -2.142 1.419 1.213  -0.61
C2 -1.881 0.990 -0.193  -0.48
C3 -0.658 0.097 -0.302  -0.04
C4 0.394 0.410 -1.142  -0.10
N1 1.496 -0.393 -1.003  -0.44
C5 2.801 -0.075 -1.078  0.08
H1 -3.231 1.304 1.579  0.24
H2 -1.584 0.810 1.883  0.20
H3 -1.814 2.465 1.351  0.23
H4 -2.772 0.466 -0.802  0.25
H5 -1.785 1.957 -0.624  0.23
H6 -0.787 -0.762 0.417  0.22
H7 0.436 1.416 -1.431  0.24
H8 1.154 -1.449 -0.762  0.50
H9 3.471 -0.352 -0.273  0.25
H10 3.034 0.589 -1.888  0.22
H11 0.678 -2.584 1.347  0.49
H12 1.674 -3.643 0.911  0.50
O1 1.515 -2.666 0.798  -0.97

**Frontier orbital gap**: 0.2935 hartree
**Strongest force on any atom**: 4.0 eV Å⁻¹
**Relative energy (zero: lowest compared OMol25 entry of this formula, charge and spin)**: 326.53 kJ/mol
**Total charge**: +1
**HOMO**: -13.698 eV
**Molecular weight**: 102.16 g mol⁻¹
**E**: -8907.2449 eV